Record 1
{
  "formula": "C5H11NO",
  "method": "ωB97M-V/def2-TZVPD",
  "homo_lumo_gap_ha": 0.365,
  "smiles": "CNCCCC=O",
  "elements": ["N", "H", "H", "H", "H", "H", "H", "H", "O", "C", "H", "C", "C", "H", "C", "H", "H", "C"],
  "positions_angstrom": [[-0.858, 0.805, -0.855], [1.198, 0.367, 1.407], [-0.365, 2.377, -1.981], [0.978, 1.805, -0.713], [1.541, -0.614, -0.429], [0.831, 1.113, -2.120], [1.184, -1.126, 2.069], [-1.327, 0.519, 1.691], [-0.787, -0.539, 3.412], [0.603, -0.559, 1.422], [-0.429, -1.044, -1.966], [0.201, 1.577, -1.398], [0.649, -1.001, 0.007], [0.946, -2.083, -0.085], [-0.594, -0.807, -0.920], [-1.456, -1.316, -0.384], [-1.684, 0.790, -1.396], [-0.630, -0.263, 2.239]],
  "forces_ev_per_angstrom": [[-0.2, -4.6, 1.2], [-0.7, 0.4, 0.4], [1.6, -0.1, 1.2], [0.0, 1.3, 1.3], [0.5, 0.9, -0.6], [0.1, -1.1, -1.4], [1.2, -1.7, 0.9], [0.6, -1.5, 0.9], [0.3, -0.2, -1.3], [-0.2, 1.6, 0.7], [0.0, -0.5, 0.1], [-1.4, 0.9, -2.1], [-0.5, -3.1, -2.3], [-0.7, 0.5, 0.5], [0.5, 3.2, 3.0], [0.7, 0.6, -1.2], [-0.8, 1.0, -0.8], [-1.2, 2.3, -0.5]]
}

Record 2
{
  "formula": "C2H3N2S3",
  "method": "ωB97M-V/def2-TZVPD",
  "homo_lumo_gap_ha": 0.268,
  "smiles": "NC(=S)/N=C(\\[S-])S",
  "total_charge": -1,
  "elements": ["S", "S", "N", "S", "C", "H", "C", "H", "H", "N"],
  "positions_angstrom": [[-2.214, -1.696, -0.226], [2.813, -0.557, -0.862], [1.303, 0.896, 0.725], [-1.560, 1.186, -0.822], [-1.042, -0.344, -0.494], [-3.325, -0.856, 0.050], [1.246, -0.039, -0.237], [0.406, 1.067, 1.222], [2.222, 1.071, 1.071], [0.152, -0.728, -0.427]],
  "forces_ev_per_angstrom": [[-1.3, 1.0, 0.4], [-1.3, 0.6, 0.1], [-2.0, 0.2, 0.2], [-1.0, 1.4, -0.2], [-1.7, 0.2, 0.1], [1.4, -1.0, -0.5], [3.4, -1.0, 0.2], [1.3, 0.2, -0.3], [0.1, 0.3, 0.3], [1.1, -1.7, -0.2]]
}

Record 3
{
  "formula": "C6H11N",
  "method": "ωB97M-V/def2-TZVPD",
  "homo_lumo_gap_ha": [0.342, 0.217],
  "spin_multiplicity": 2,
  "total_charge": 1,
  "s_squared": 0.77,
  "elements": ["H", "H", "H", "H", "C", "C", "H", "H", "C", "H", "C", "H", "H", "N", "H", "C", "C", "H"],
  "positions_angstrom": [[-1.494, 0.904, -1.927], [2.739, -1.635, 0.737], [-0.132, 2.910, 1.488], [0.459, 1.269, 2.139], [-1.456, -0.237, -2.090], [-0.390, 1.804, 1.563], [-1.973, 1.383, 0.054], [0.057, -1.564, -1.612], [-0.838, -0.960, -1.216], [-1.789, -0.598, -3.080], [-0.501, -0.270, 0.144], [0.541, -1.667, 1.383], [2.429, -0.287, -0.531], [0.715, -0.828, 0.813], [1.847, -1.987, -0.647], [-0.962, 1.010, 0.425], [2.009, -1.113, 0.017], [-1.261, 1.866, 2.339]],
  "forces_ev_per_angstrom": [[-0.9, -2.1, -0.3], [-1.0, 1.5, -0.7], [-0.3, -1.5, -0.7], [-1.3, 0.9, -1.4], [-1.9, 3.7, -3.3], [0.0, 0.1, 2.5], [1.7, -0.6, 0.0], [-2.2, -0.6, 0.9], [4.8, 0.3, 3.4], [0.4, 0.2, 0.6], [2.7, -1.5, -1.9], [-0.2, 0.9, 0.1], [-0.1, 0.4, 0.2], [-0.3, 0.5, -1.4], [-0.1, 0.6, -0.3], [-1.2, 0.0, 2.0], [-1.1, -2.6, 1.3], [1.1, -0.2, -1.2]]
}

Record 4
{
  "formula": "C3H7S",
  "method": "ωB97M-V/def2-TZVPD",
  "homo_lumo_gap_ha": 0.222,
  "total_charge": -1,
  "elements": ["S", "C", "H", "H", "C", "H", "H", "H", "H", "C", "H"],
  "positions_angstrom": [[1.463, -0.749, -2.514], [-1.555, 0.677, 1.800], [-0.352, 1.576, 3.279], [-2.296, -1.222, 1.139], [-0.254, 1.269, 2.243], [-2.515, 1.163, 1.969], [2.028, -0.751, -1.276], [-0.734, -0.607, 0.344], [0.056, 2.169, 1.687], [-1.533, -0.445, 1.071], [0.567, 0.558, 2.205]],
  "forces_ev_per_angstrom": [[0.1, 0.0, 0.5], [0.2, -0.7, -0.8], [0.0, 0.1, 0.3], [-0.5, 0.7, -0.8], [0.1, 1.3, -0.5], [0.2, -0.3, 1.2], [-0.2, 0.0, -0.4], [0.5, -0.6, 0.9], [-0.1, -0.1, 0.1], [-0.2, -0.2, -0.2], [-0.1, -0.1, -0.2]]
}

Computed strongest force on any atom, in the same sequence as the records: 4.79 3.52 5.88 1.38 eV Å⁻¹.